(1)
43
Properties=species:S:1:pos:R:3:lowdin_charge:R:1 method="wB97M-V/def2-TZVPD" smiles="C=CCN(CC=C)Cc1cc(=O)n2c(-c3ccccc3)csc2n1" relative_energy_ev=3.3044 spin_multiplicity=1 charge=0
C 0.00895 -2.25340 -4.19675 -0.004
C 1.03914 -2.44506 -3.39420 -0.189
C 1.21977 -3.67372 -2.54697 -0.204
N 0.90475 -3.50510 -1.13533 -0.160
C -0.51198 -3.26800 -0.90171 -0.214
C -0.82505 -3.21227 0.55952 -0.169
C -1.55708 -2.27195 1.12572 0.010
C 1.80334 -2.64536 -0.38401 -0.126
C 1.33856 -1.23195 -0.14869 -0.258
C 1.42446 -0.63790 1.07850 0.053
C 0.95327 0.68849 1.32619 -0.393
O 1.06460 1.33008 2.34794 0.081
N 0.28840 1.24781 0.18641 0.088
C -0.32821 2.48986 0.11839 -0.245
C -0.58587 3.32586 1.29567 -0.185
C -0.17087 4.65293 1.30417 -0.028
C -0.43982 5.45581 2.39746 -0.079
C -1.13192 4.94357 3.48137 -0.084
C -1.55975 3.62619 3.46891 -0.069
C -1.29263 2.81765 2.38130 -0.033
C -0.71257 2.80283 -1.13507 -0.318
S -0.35786 1.55138 -2.28664 1.077
C 0.33473 0.59635 -1.01115 -0.556
N 0.82407 -0.57947 -1.21603 0.110
H -0.11019 -1.34790 -4.76774 0.047
H -0.75943 -3.00004 -4.32279 0.057
H 1.78945 -1.67699 -3.27774 0.089
H 2.25775 -4.01741 -2.60696 0.117
H 0.57385 -4.47485 -2.91913 0.117
H -0.87321 -2.35463 -1.40077 0.108
H -1.04517 -4.12187 -1.33895 0.128
H -0.41357 -4.02130 1.14719 0.109
H -1.77735 -2.27164 2.17947 0.057
H -1.97504 -1.45982 0.55125 0.062
H 2.76210 -2.61488 -0.90910 0.133
H 1.97656 -3.10546 0.59641 0.121
H 1.87558 -1.14416 1.91592 0.124
H 0.37937 5.04427 0.46094 0.116
H -0.10437 6.48231 2.40391 0.102
H -1.33704 5.57016 4.33656 0.102
H -2.10196 3.22540 4.31210 0.105
H -1.62891 1.79174 2.37274 0.120
H -1.21885 3.69243 -1.44833 0.083

---

(2)
49
Properties=species:S:1:pos:R:3:lowdin_charge:R:1 method="wB97M-V/def2-TZVPD" relative_energy_ev=0.0000 spin_multiplicity=1 charge=0
C -1.86183 -2.85533 1.13664 -0.025
C -1.72695 -1.38649 1.43510 -0.325
C -0.59748 -0.91628 2.29746 -0.029
C 0.60261 -0.42460 1.47403 -0.453
O 1.05528 0.68938 1.62615 0.070
N 1.08679 -1.33519 0.60466 0.163
C 2.15970 -1.11725 -0.29980 -0.196
C 1.93332 -1.39981 -1.64318 -0.043
C 2.93032 -1.19830 -2.57675 -0.079
C 4.16194 -0.71677 -2.16678 -0.081
C 4.39252 -0.46954 -0.82807 -0.045
C 3.40954 -0.67422 0.13394 -0.212
C 3.71513 -0.44345 1.57878 -0.030
N -2.50931 -0.48610 0.99331 0.104
N -3.57447 -0.79550 0.22292 0.077
C -4.36556 0.14101 -0.37696 -0.479
O -5.40335 -0.18066 -0.90029 0.090
C -3.87397 1.58290 -0.32539 -0.033
C -2.39799 1.82019 -0.29554 -0.152
C -1.87249 2.79555 0.55095 0.002
C -0.52352 3.08596 0.57504 0.030
C 0.34220 2.38675 -0.25548 -0.155
N 1.75890 2.67157 -0.22802 -0.350
O 2.46299 2.06197 -1.00091 0.097
O 2.14248 3.51971 0.54187 0.096
C -0.13488 1.39230 -1.09284 0.089
C -1.49345 1.12875 -1.11134 -0.103
N -1.94337 0.05847 -1.96737 -0.341
O -2.89943 0.25533 -2.67731 0.130
O -1.32022 -0.98247 -1.90315 0.075
H -1.06580 -3.42931 1.60195 0.081
H -2.81351 -3.23181 1.51682 0.090
H -1.84300 -3.02363 0.05791 0.084
H -0.92122 -0.06536 2.89658 0.128
H -0.26062 -1.71701 2.95712 0.125
H 0.50358 -2.12878 0.38155 0.132
H 0.96122 -1.76117 -1.94880 0.097
H 2.74230 -1.40908 -3.61869 0.104
H 4.94382 -0.54280 -2.89008 0.103
H 5.36012 -0.11066 -0.51051 0.114
H 3.28731 0.50337 1.90799 0.077
H 4.78957 -0.41265 1.73915 0.081
H 3.28396 -1.23033 2.19689 0.086
H -3.88234 -1.76127 0.11637 0.157
H -4.33057 2.04081 0.55524 0.134
H -4.30217 2.06664 -1.20882 0.143
H -2.54081 3.33339 1.20533 0.121
H -0.11949 3.83705 1.23586 0.128
H 0.55221 0.83465 -1.71356 0.126

---

(3)
48
Properties=species:S:1:pos:R:3:lowdin_charge:R:1 method="wB97M-V/def2-TZVPD" relative_energy_ev=0.0000 spin_multiplicity=5 charge=+3
Os 0.42338 1.15387 -0.00929 1.329
N 0.48436 4.70039 2.36390 0.105
C -0.26000 3.91824 1.60407 -0.060
N 0.50310 2.89777 1.19743 -0.064
C 1.73116 3.15253 1.77283 -0.285
N 1.74574 4.23809 2.48496 0.204
C 2.83994 2.22151 1.54793 -0.171
C 4.10635 2.35761 2.09072 0.006
N 5.06216 1.46087 1.85934 0.167
C 4.74775 0.42303 1.09388 -0.037
C 3.48373 0.26014 0.53890 -0.064
N 2.53009 1.17202 0.76153 -0.044
H 0.21582 5.56073 2.83065 0.202
H -1.29693 4.10048 1.37144 0.161
H 4.35034 3.20347 2.72341 0.149
H 5.52100 -0.31340 0.90954 0.141
H 3.23349 -0.59909 -0.06860 0.118
C 0.49769 2.21310 -1.81598 -0.135
C 0.22584 0.84763 -2.23524 -0.456
C -1.11254 0.37827 -2.36728 -0.014
C -1.36507 -0.93199 -2.71256 0.023
C -0.29485 -1.80751 -2.91682 -0.169
C 1.03411 -1.38411 -2.79244 0.033
C 1.29349 -0.07267 -2.45356 -0.020
C -0.57120 -3.18741 -3.19888 -0.142
N -0.80095 -4.30395 -3.33986 0.252
H -0.29721 2.94485 -1.93440 0.100
H 1.49268 2.61558 -1.99661 0.104
H -1.93147 1.07508 -2.23030 0.138
H -2.37818 -1.28823 -2.84456 0.147
H 1.83929 -2.08166 -2.98259 0.150
H 2.31598 0.28533 -2.39870 0.135
C -3.81102 -0.13181 1.31756 0.022
N -3.21108 -1.41968 0.94785 -0.099
C -3.92235 -2.55033 0.61898 0.028
C -3.02240 -3.53929 0.39405 0.028
N -1.77160 -3.00324 0.58980 -0.096
C -0.51633 -3.76582 0.50715 0.022
C -1.90512 -1.70963 0.90649 -0.617
Se -0.47586 -0.59084 1.44964 0.791
H -4.87879 -0.28439 1.44004 0.115
H -3.63753 0.59538 0.52731 0.096
H -3.38827 0.20527 2.26094 0.097
H -4.99876 -2.55757 0.59086 0.154
H -3.16247 -4.57506 0.13419 0.156
H -0.77390 -4.80717 0.34062 0.117
H 0.02623 -3.67503 1.44506 0.102
H 0.08014 -3.40133 -0.32338 0.080

---

(4)
44
Properties=species:S:1:pos:R:3:lowdin_charge:R:1 method="wB97M-V/def2-TZVPD" spin_multiplicity=1 charge=0
C 4.53581 1.91254 0.77242 -0.066
C 3.35052 1.17825 1.08840 -0.088
C 2.17719 0.97430 0.21802 -0.022
C 1.18822 0.28281 0.73215 -0.110
C 1.32682 -0.27739 1.95837 -0.259
C 2.28591 -0.15973 2.97034 -0.075
C 3.38725 0.58198 2.66022 0.085
H 4.25039 0.50479 3.03439 0.011
H 2.25329 -0.73356 3.82522 0.085
C -0.03705 -1.05372 2.48592 -0.233
H -1.07570 -1.14871 1.86721 0.137
H -0.33998 -1.01878 3.50408 0.048
S 0.54160 -2.85611 2.54935 1.038
O -1.00414 -3.60815 2.93915 -0.591
C 0.67686 -3.23385 0.66564 -0.120
C -0.70105 -3.07828 0.17545 -0.413
C -1.48439 -3.94152 -0.27884 -0.079
C -2.63200 -3.38944 -0.87600 -0.012
C -2.43644 -2.11432 -1.08818 -0.054
C -3.17902 -0.93652 -1.39193 -0.509
O -3.97218 -1.12103 -2.27360 0.108
N -2.73488 0.18935 -0.88119 0.114
H -1.94132 0.23093 -0.41037 0.042
C -3.20332 1.51758 -1.41204 -0.057
C -1.97772 2.15664 -2.26504 -0.463
C -2.00150 3.74624 -2.35004 0.031
C -0.57040 4.29538 -2.71974 -0.060
C 0.08613 3.11210 -2.94326 -0.494
S -0.43030 1.67954 -2.27415 1.038
H 1.21064 3.34403 -3.14916 0.108
H -0.58220 5.13286 -3.04939 -0.016
H -2.72135 4.27475 -2.19061 -0.032
H -3.71360 2.06328 -0.81616 0.051
H -3.66437 1.31113 -2.36165 0.109
O -1.09602 -1.87639 -0.29558 -0.017
H -3.71583 -3.94769 -1.43201 0.235
H -1.39184 -5.19683 -0.29231 0.202
H 0.88039 -4.06004 0.84167 -0.048
H 1.25868 -2.43880 0.45299 0.057
H 0.21641 0.02495 0.22726 0.101
H 2.24895 1.53839 -0.54910 0.035
H 4.54666 1.80607 -0.08952 -0.056
H 4.56702 2.84939 1.16661 0.063
H 5.61786 1.48359 1.25504 0.176

---

(5)
55
Properties=species:S:1:pos:R:3:lowdin_charge:R:1 method="wB97M-V/def2-TZVPD" spin_multiplicity=1 charge=-1
C -1.47704 3.59977 -2.95044 -0.113
C -1.76927 3.23308 -1.46480 -0.235
C -2.22458 1.74346 -1.31557 -0.154
C -1.52524 1.01923 -0.11755 -0.265
C -2.45128 0.91873 1.14280 -0.036
C -0.92248 -0.33138 -0.51411 -0.050
C -1.69086 -1.49953 -0.67200 -0.120
C -3.20485 -1.54766 -0.51011 -0.094
O -3.89932 -0.57952 -1.32164 0.033
C -4.89313 -1.10738 -2.06393 -0.697
F -5.35262 -0.13158 -2.86828 0.159
F -5.90525 -1.55394 -1.30084 0.166
F -4.46311 -2.09040 -2.88345 0.156
C -1.11428 -2.71290 -0.98739 -0.035
C 0.25922 -2.81187 -1.17160 -0.306
P 1.00639 -4.42409 -1.53565 0.188
O -0.12429 -5.56832 -1.30733 -0.217
O 2.09318 -4.71784 -0.39340 -0.208
S 1.75935 -4.54563 -3.31086 0.261
C 1.01657 -1.66216 -1.05064 -0.406
C 0.46086 -0.42278 -0.73393 -0.188
N 1.33477 0.67365 -0.65300 0.092
C 2.43730 0.49326 0.22770 -0.265
C 2.68314 1.43132 1.21927 -0.006
C 3.77521 1.21555 2.04820 -0.046
C 4.59838 0.12534 1.87870 -0.004
C 4.35812 -0.79113 0.87688 -0.290
F 5.14774 -1.86388 0.71543 0.066
C 3.26637 -0.59600 0.06045 -0.357
S 2.79667 -1.70740 -1.27267 1.035
H -2.38360 3.89960 -3.48769 0.068
H -0.82063 4.48519 -2.92014 0.066
H -0.90323 2.80806 -3.44385 0.070
H -2.49318 3.93450 -1.02874 0.104
H -0.81812 3.42029 -0.93680 0.093
H -2.01319 1.25595 -2.27472 0.112
H -3.30923 1.77901 -1.16431 0.099
H -0.72993 1.70673 0.19663 0.100
H -3.50664 1.04868 0.86709 0.077
H -2.29473 -0.02049 1.68580 0.082
H -2.21690 1.75015 1.82134 0.085
H -3.58085 -2.56645 -0.66034 0.131
H -3.42849 -1.31121 0.53882 0.120
H -1.72222 -3.60994 -1.09432 0.113
H -0.45940 -5.83113 -2.17703 0.061
H 2.63027 -5.47893 -0.65912 0.080
H 0.86439 1.55573 -0.52076 0.103
H 2.01399 2.28594 1.30310 0.118
H 3.94088 1.95009 2.84742 0.105
H 5.43056 0.01520 2.57246 0.130
F 3.54926 3.98985 7.10868 -0.216
Al 3.96604 2.62802 6.15844 -0.116
F 4.98001 1.58376 7.05961 -0.215
F 4.78905 3.14221 4.73567 -0.215
F 2.54024 1.79118 5.70251 -0.216

---

(6)
49
Properties=species:S:1:pos:R:3:lowdin_charge:R:1 method="wB97M-V/def2-TZVPD" spin_multiplicity=2 charge=+1
Re 0.60297 0.13935 -0.53391 1.637
Cl 0.51518 -7.19516 0.02472 0.734
C 0.30152 -5.50699 -0.23887 -0.653
C -0.88642 -5.08317 -0.90840 -0.069
C -1.12915 -3.77242 -1.15923 -0.575
Cl -2.55052 -3.25996 -1.97350 0.769
C -0.18949 -2.77266 -0.74867 -0.318
O -0.40699 -1.54897 -1.00069 -0.191
C 1.00257 -3.21310 -0.07585 -0.113
C 1.95949 -2.31304 0.31887 -0.066
O 1.92870 -1.00950 0.18928 -0.179
C 1.22401 -4.61187 0.16769 -0.041
H -1.60454 -5.82905 -1.22252 0.121
H 2.86638 -2.66507 0.80293 0.155
H 2.12516 -4.93158 0.67306 0.128
B 2.81209 2.42259 -2.30708 -0.356
N 2.53042 2.52579 -0.77134 -0.058
C 3.11085 3.46355 -0.03310 -0.054
C 2.56673 3.44969 1.24771 -0.019
C 1.63025 2.44369 1.20779 -0.116
N 1.61881 1.86538 -0.01585 -0.147
N 1.90265 1.33940 -3.00327 -0.045
C 1.96534 1.09050 -4.29648 -0.036
C 0.97626 0.16697 -4.65839 -0.007
C 0.33171 -0.12033 -3.48924 -0.095
N 0.90168 0.58849 -2.46635 -0.149
H 2.52230 3.48152 -2.79550 0.079
H 3.96066 2.12523 -2.49036 0.076
H 3.86102 4.10245 -0.46915 0.140
H 2.81641 4.08935 2.07464 0.108
H 0.97400 2.07531 1.97575 0.098
H 2.70505 1.59132 -4.89987 0.146
H 0.77821 -0.23023 -5.63750 0.114
H -0.49914 -0.77552 -3.28949 0.109
C -2.49584 2.52216 3.19700 -0.042
C -2.73760 1.16884 2.51556 -0.621
C -4.07687 1.17631 1.76525 -0.038
C -2.73280 0.04476 3.56800 -0.038
C -1.65711 0.88618 1.56961 -0.050
C -0.73056 0.64106 0.81298 -0.156
H -3.30110 2.72263 3.90485 0.092
H -2.47574 3.33066 2.46601 0.091
H -1.55228 2.52166 3.74345 0.086
H -4.88203 1.37495 2.47342 0.093
H -4.26293 0.21445 1.28782 0.090
H -4.09440 1.95294 1.00055 0.091
H -3.53103 0.23554 4.28619 0.094
H -1.78549 0.01221 4.10619 0.090
H -2.90842 -0.92629 3.10532 0.089

---

(7)
57
Properties=species:S:1:pos:R:3:lowdin_charge:R:1 method="wB97M-V/def2-TZVPD" relative_energy_ev=1.2018 spin_multiplicity=1 charge=0
Cu -0.00976 -0.08185 0.23068 0.292
C 0.61455 -3.14389 -1.78308 -0.031
C 1.58058 -2.60677 -0.79117 -0.327
C 2.86725 -3.05099 -0.47302 -0.010
C 3.29144 -2.22537 0.54386 -0.054
N 2.31957 -1.33844 0.80364 0.034
N 1.28048 -1.57444 -0.01281 0.049
B 2.26033 -0.26962 1.92200 -0.630
N 0.98671 -0.56173 2.75996 0.048
C 0.78189 -1.04775 3.99466 -0.054
C -0.57560 -1.15817 4.20951 -0.010
C -1.16303 -0.71754 3.02038 -0.326
C -2.59212 -0.61582 2.62928 -0.031
N -0.20514 -0.36783 2.17442 0.038
N 2.11730 1.15210 1.32850 0.032
C 2.87100 2.23261 1.58124 -0.052
C 2.34408 3.30203 0.88912 -0.009
C 1.22982 2.78708 0.22062 -0.327
C 0.23258 3.46497 -0.64717 -0.020
N 1.12588 1.49442 0.49728 0.039
N 3.59326 -0.29699 2.63805 -0.005
C 4.05204 -0.45865 3.89944 -0.065
C 5.42257 -0.35910 3.87502 -0.020
C 5.73807 -0.11849 2.52552 -0.358
C 7.07050 0.07507 1.89282 -0.032
N 4.63275 -0.08170 1.80819 0.090
H 0.99687 -4.06455 -2.21244 0.079
H 0.46193 -2.41760 -2.57933 0.047
H -0.34432 -3.33784 -1.30344 0.062
H 3.40885 -3.86047 -0.91559 0.096
H 4.22204 -2.21268 1.06997 0.111
H 1.58711 -1.30026 4.64947 0.097
H -1.07382 -1.50726 5.08994 0.098
H -3.22938 -0.62375 3.50840 0.079
H -2.86643 -1.45463 1.99000 0.054
H -2.75679 0.30238 2.06775 0.060
H 3.72940 2.18705 2.21903 0.116
H 2.70475 4.30982 0.87301 0.096
H 0.45483 4.52407 -0.72132 0.081
H -0.76625 3.33852 -0.23012 0.064
H 0.24050 3.03476 -1.64731 0.047
H 3.40328 -0.61146 4.73567 0.094
H 6.09545 -0.45406 4.70325 0.094
H 7.86063 -0.06110 2.62537 0.072
H 7.14557 1.07500 1.46774 0.077
H 7.20235 -0.64110 1.08373 0.076
O -0.90070 0.12839 -1.76417 -0.357
N 0.01586 -0.19000 -2.75933 0.137
C 0.16608 0.63408 -3.74469 -0.288
C -0.50982 1.85988 -3.96012 -0.203
N -1.08523 2.84403 -4.10260 0.241
C 1.07192 0.28285 -4.77494 -0.135
N 1.75838 0.04955 -5.66215 0.219
Cl -3.03756 -0.02230 -3.81880 0.452
Si -2.54526 -0.03576 -1.87047 -0.824
Cl -3.04259 -1.77155 -1.01140 0.443
Cl -3.26414 1.52058 -0.85933 0.452

---

(8)
53
Properties=species:S:1:pos:R:3:lowdin_charge:R:1 method="wB97M-V/def2-TZVPD" relative_energy_ev=0.0000 spin_multiplicity=6 charge=-2
Mn -0.32081 -0.14758 -0.19087 0.556
C -2.34876 -1.95863 3.46982 -0.086
C -2.04081 -1.93443 2.10099 -0.151
N -1.19815 -0.95046 1.83137 0.023
N -0.94117 -0.32452 2.99160 -0.029
C -1.62259 -0.90745 3.99257 -0.109
B 0.00701 0.90209 3.05651 -0.528
N -0.57023 2.07073 2.24594 -0.036
C -1.16431 3.19204 2.69404 -0.112
C -1.65155 3.88510 1.60746 -0.079
C -1.30756 3.08148 0.50638 -0.152
N -0.66440 1.99822 0.90098 0.047
N 1.37925 0.49978 2.48839 -0.032
C 2.56725 0.48541 3.11702 -0.106
C 3.51898 0.01124 2.23844 -0.076
C 2.79732 -0.24922 1.06322 -0.145
N 1.51942 0.04981 1.22582 0.019
H -3.00369 -2.63316 3.99428 0.074
H -2.39906 -2.55259 1.29315 0.102
H -1.54639 -0.52362 4.99674 0.104
H 0.12753 1.22755 4.21412 0.110
H -1.18560 3.41310 3.74913 0.103
H -2.16913 4.82926 1.60548 0.075
H -1.49726 3.22306 -0.54274 0.071
H 2.64312 0.81917 4.13902 0.104
H 4.57229 -0.12292 2.41392 0.077
H 3.13068 -0.61778 0.10545 0.100
Cl 1.01811 -2.55652 -0.99303 0.527
C 1.37187 -1.25873 -2.24207 -0.655
C 0.94883 0.01456 -1.88653 -0.293
C 1.49930 1.00941 -2.65953 -0.686
Cl 0.89237 2.68767 -2.45067 0.549
C 2.44683 0.76994 -3.66653 -0.694
Cl 3.60176 2.09258 -4.14505 0.446
C 2.72738 -0.53071 -4.02955 -0.682
Cl 3.69777 -0.86468 -5.56635 0.411
C 2.17769 -1.56672 -3.32997 -0.700
Cl 2.29422 -3.26577 -3.92780 0.481
C -2.00280 -0.01987 -4.59236 -0.236
Ge -2.76016 0.38665 -2.80408 0.645
C -2.96258 2.35122 -2.83056 -0.254
C -4.62057 -0.29921 -2.92710 -0.258
C -1.89725 -0.21423 -1.24710 -0.395
H -2.61028 0.42718 -5.38474 -0.003
H -1.96155 -1.09991 -4.75030 0.004
H -0.98562 0.36959 -4.66668 0.003
H -3.51474 2.66869 -3.71926 0.001
H -1.98017 2.82563 -2.84259 -0.035
H -3.50253 2.68595 -1.94220 0.000
H -5.11992 0.13764 -3.79664 -0.005
H -5.18526 -0.04019 -2.02943 -0.004
H -4.62460 -1.38610 -3.03445 -0.002
H -1.79256 -1.31202 -1.15565 -0.088

---

The records above yield energy values of -1373.063081 -1460.485226 -3664.488402 -1811.602901 -3196.116208 -2128.776430 -4749.206605 -6618.293381 Eh, respectively.